38
Properties=species:S:1:pos:R:3:forces:R:3:lowdin_spin:R:1 method="wB97M-V/def2-TZVPD" lumo_ev="-6.4 / -11.1" energy_ha=-3991.67564 e_homo_ha="-0.5591 / -0.5576" spin_multiplicity=3 charge=+2
Cu -2.0272 -0.4565 -2.4831 -0.324 2.928 0.606 0.6864
Cu -3.4741 1.8829 -0.9162 0.278 -0.604 -0.452 -0.0004
O -3.7686 0.5398 -2.5201 1.047 -1.247 0.398 0.1746
H -4.3649 -0.1265 -2.1479 -0.401 0.191 -0.225 0.0058
O -1.7635 0.7713 -0.7782 -0.206 -0.775 -0.042 0.0546
H -1.0171 0.4709 -0.2596 0.327 0.470 -0.417 0.0001
C -0.0961 -0.6528 5.2531 -2.017 1.763 -1.301 0.1504
C 1.1781 -0.7025 4.3022 1.117 -1.065 -0.754 0.1421
C 2.2436 -1.6047 4.8583 0.228 0.431 1.279 0.0224
O 0.6995 -1.2172 3.1041 -0.219 -0.015 0.218 0.6131
H -0.6704 -1.5714 5.2397 0.584 -0.409 0.415 0.0007
H -0.7574 0.0592 4.7317 0.005 -0.194 0.098 -0.0002
H 0.0379 -0.1468 6.2056 0.921 -0.586 0.205 0.0162
H 1.5376 0.3156 4.0623 -0.443 0.179 0.494 0.0397
H 2.5844 -1.0995 5.7700 0.023 -0.085 -0.044 0.0007
H 3.1378 -1.7339 4.2521 -0.275 -0.023 -0.416 0.0062
H 1.8498 -2.5588 5.2072 -0.033 -0.102 -0.313 0.0046
H 0.1269 -0.5693 2.5812 -0.211 0.405 0.219 0.0051
O -1.0999 0.5082 1.9853 0.234 -0.467 -0.270 -0.0003
H -1.5422 0.2691 1.1406 -0.271 0.207 0.748 0.0000
H -1.1038 1.4737 1.9907 0.061 -0.020 0.102 0.0002
C 1.0536 1.6693 -4.6606 1.168 -0.391 0.958 0.0024
C 0.2092 0.6281 -3.9435 -0.687 0.664 -1.121 0.0010
C 0.8940 0.1015 -2.7265 -0.107 0.388 0.286 0.0001
O 0.1052 -0.9584 -2.1719 -0.662 -0.027 -0.278 0.0209
C 0.6110 -1.4224 -0.9214 0.110 -1.301 -0.728 0.0015
N -1.1624 1.1718 -3.6592 0.759 -0.368 -0.015 0.0495
H 1.3103 2.4786 -3.9692 -0.390 0.245 -0.175 0.0000
H 0.6158 2.0429 -5.5781 -0.071 0.009 -0.050 0.0000
H 2.0339 1.2216 -4.8541 -0.144 0.039 -0.490 0.0005
H 0.0205 -0.2018 -4.6333 0.181 -0.081 0.088 -0.0001
H 0.9993 0.8803 -1.9610 0.050 0.061 -0.076 -0.0001
H 1.8861 -0.2498 -3.0116 -0.011 -0.255 0.159 0.0006
H 1.6530 -1.7269 -1.0484 0.130 0.528 0.124 0.0011
H 0.1172 -2.3793 -0.7468 -0.334 0.295 0.408 -0.0001
H 0.4744 -0.6944 -0.1245 0.128 0.006 0.076 -0.0001
H -1.4313 1.6130 -4.5382 -0.626 -0.479 0.036 0.0005
H -1.1003 1.9751 -3.0309 0.082 -0.312 0.252 0.0005